A structure of composition C30H29ClCsN3O10P in a non-equilibrium geometry. Source: the OMol25 dataset; level of theory: ωB97M-V/def2-TZVPD.

Atoms and positions in Å:
Cs: -0.204 -0.001 3.398
O: 4.589 -1.777 2.239
C: 3.513 -0.975 2.054
O: 2.504 -1.362 1.535
C: 3.747 0.425 2.536
C: 5.023 0.947 2.667
C: 5.139 2.283 3.036
C: 3.992 3.017 3.261
C: 2.750 2.389 3.150
N: 2.637 1.117 2.785
C: 1.454 3.178 3.417
O: 1.538 4.403 3.234
O: 0.466 2.486 3.754
H: 4.329 -2.643 1.891
H: 5.889 0.330 2.477
H: 6.117 2.737 3.136
H: 4.010 4.067 3.519
O: -2.041 -3.819 4.957
Cl: -1.528 -2.602 4.415
O: -2.350 -1.479 4.794
O: -1.520 -2.675 2.953
O: -0.174 -2.370 4.861
O: -0.152 -4.476 1.289
N: -0.231 -3.783 0.107
C: 0.411 -4.357 -0.826
C: 0.485 -3.815 -2.191
C: 0.829 -4.734 -3.185
C: 0.923 -4.367 -4.514
C: 0.678 -3.051 -4.868
C: 0.357 -2.123 -3.890
C: 0.256 -2.464 -2.539
P: -0.091 -1.191 -1.227
C: -1.925 -1.329 -1.184
C: -2.721 -1.393 -2.324
C: -4.102 -1.491 -2.218
C: -4.701 -1.546 -0.967
C: -3.914 -1.507 0.176
C: -2.536 -1.398 0.065
C: 0.153 0.338 -2.234
C: 1.477 0.653 -2.554
C: 1.796 1.823 -3.224
C: 0.792 2.719 -3.573
C: -0.522 2.431 -3.241
C: -0.839 1.251 -2.577
H: -0.669 -3.948 1.928
H: 0.913 -5.305 -0.628
H: 1.017 -5.761 -2.896
H: 1.186 -5.101 -5.266
H: 0.742 -2.741 -5.904
H: 0.189 -1.097 -4.190
H: -2.262 -1.365 -3.306
H: -4.710 -1.534 -3.114
H: -5.778 -1.630 -0.885
H: -4.364 -1.574 1.159
H: -1.922 -1.384 0.953
H: 2.267 -0.031 -2.262
H: 2.829 2.046 -3.463
H: 1.037 3.640 -4.087
H: -1.310 3.130 -3.494
H: -1.868 1.050 -2.311
C: -2.000 4.516 1.175
N: -2.020 3.086 0.955
C: -3.258 2.413 1.291
C: -0.920 2.349 0.654
C: 0.338 3.085 0.270
O: -0.957 1.121 0.673
H: -2.422 4.738 2.158
H: -2.594 5.037 0.416
H: -0.986 4.900 1.165
H: -4.093 2.923 0.804
H: -3.428 2.423 2.372
H: -3.214 1.384 0.948
H: 0.154 3.772 -0.558
H: 1.068 2.341 -0.038
H: 0.735 3.653 1.113

As for the net charge: -1. The value obtained for the orbital gap is 8.0 eV. The molar mass comes out at 790.90 g/mol.

Results of the Mulliken charge analysis, in e, for atoms 1 through 4:
1 Cs 1.466
2 O -0.508
3 C 0.174
4 O -0.336


A structure of composition C30H29ClN4O5Sc in a non-equilibrium geometry. Source: the OMol25 dataset; level of theory: ωB97M-V/def2-TZVPD.

Atoms and positions in Å:
Sc: 1.288 0.796 0.461
Cl: 8.135 2.073 -1.451
C: 6.624 1.672 -0.713
C: 6.506 0.486 0.020
C: 5.316 0.157 0.619
C: 4.174 0.967 0.486
O: 3.055 0.629 1.085
C: 4.306 2.172 -0.262
C: 3.214 3.089 -0.400
N: 2.006 2.799 -0.054
C: 0.949 3.717 -0.125
C: 0.853 4.765 -1.007
C: -0.242 5.645 -0.964
C: -1.228 5.493 -0.032
C: -1.188 4.403 0.865
C: -2.190 4.163 1.827
C: -2.110 3.054 2.623
C: -1.036 2.171 2.447
N: -0.073 2.359 1.570
C: -0.118 3.481 0.793
C: 5.548 2.509 -0.832
H: 7.363 -0.166 0.116
H: 5.217 -0.744 1.210
H: 3.455 4.083 -0.780
H: 1.619 4.909 -1.757
H: -0.296 6.455 -1.679
H: -2.058 6.184 0.024
H: -3.012 4.862 1.923
H: -2.866 2.838 3.364
H: -0.967 1.274 3.050
H: 5.642 3.441 -1.376
O: 1.550 -0.745 -0.908
C: 0.597 -0.242 -1.570
O: 0.267 0.967 -1.338
C: -0.236 -1.070 -2.473
C: -0.783 -0.550 -3.635
C: -1.687 -1.291 -4.396
C: -2.036 -2.531 -3.918
O: -2.931 -3.416 -4.435
C: -2.970 -4.526 -3.544
O: -2.031 -4.281 -2.497
C: -1.487 -3.053 -2.752
C: -0.570 -2.355 -2.014
H: -0.498 0.444 -3.954
H: -2.111 -0.911 -5.315
H: -2.701 -5.439 -4.078
H: -3.974 -4.624 -3.121
H: -0.114 -2.758 -1.119
C: -3.685 -0.844 1.750
C: -2.840 -1.878 1.007
N: -1.679 -2.326 1.776
C: -1.831 -3.601 2.482
C: -1.495 -4.797 1.595
C: -0.534 -1.634 1.782
C: 0.636 -2.153 2.571
N: -0.367 -0.502 1.152
H: -4.624 -0.686 1.221
H: -3.173 0.116 1.826
H: -3.917 -1.193 2.757
H: -2.513 -1.489 0.041
H: -3.444 -2.759 0.795
H: -2.869 -3.669 2.806
H: -1.216 -3.599 3.380
H: -2.131 -4.814 0.709
H: -1.645 -5.725 2.148
H: -0.456 -4.763 1.266
H: 0.487 -1.960 3.635
H: 1.533 -1.631 2.247
H: 0.787 -3.221 2.435
H: -1.196 -0.226 0.633

As for the net charge: +1. The value obtained for the orbital gap is 7.3 eV. The molar mass comes out at 605.99 g/mol.

Results of the natural (NBO) charge analysis, in e, for atoms 1 through 4:
1 Sc 1.739
2 Cl 0.025
3 C -0.069
4 C -0.160


A structure of composition C30H29F6N6O3STi. Source: the OMol25 dataset; level of theory: ωB97M-V/def2-TZVPD.

Atoms and positions in Å:
Ti: -0.151 -0.162 1.189
C: -2.236 0.795 3.248
N: -0.869 0.252 3.322
C: -0.047 1.174 4.116
C: -0.900 -1.081 3.968
C: -1.556 -2.083 3.052
C: -2.346 -3.109 3.554
C: -2.936 -4.017 2.684
C: -2.740 -3.880 1.318
C: -1.943 -2.847 0.830
C: -1.319 -1.929 1.678
H: -2.671 0.851 4.254
H: -2.862 0.164 2.622
H: -2.206 1.792 2.818
H: -0.493 1.326 5.108
H: 0.013 2.136 3.609
H: 0.959 0.782 4.239
H: -1.409 -1.016 4.939
H: 0.136 -1.371 4.154
H: -2.514 -3.195 4.623
H: -3.559 -4.813 3.072
H: -3.222 -4.567 0.631
H: -1.835 -2.748 -0.247
N: 7.318 -2.089 -0.801
C: 6.217 -1.544 -0.159
C: 4.944 -2.082 -0.361
C: 3.854 -1.569 0.315
C: 4.022 -0.510 1.195
C: 5.284 0.021 1.424
C: 6.373 -0.493 0.751
S: 2.632 0.161 2.038
O: 3.102 0.712 3.275
O: 1.629 -0.932 2.169
N: 1.797 1.139 1.088
C: 2.358 2.292 0.613
N: 1.571 3.063 -0.147
C: 2.094 4.193 -0.595
C: 3.394 4.589 -0.323
C: 4.132 3.706 0.449
N: 3.636 2.573 0.918
H: 7.122 -2.602 -1.644
H: 8.127 -1.496 -0.879
H: 4.816 -2.922 -1.036
H: 2.871 -1.997 0.193
H: 5.392 0.835 2.126
H: 7.360 -0.084 0.930
H: 1.438 4.810 -1.203
H: 3.801 5.517 -0.692
H: 5.166 3.912 0.709
C: -1.132 1.897 -1.856
C: -2.027 1.601 -0.658
O: -1.338 1.002 0.367
C: -2.628 2.923 -0.135
F: -1.661 3.697 0.368
F: -3.535 2.739 0.833
F: -3.231 3.619 -1.115
C: -3.148 0.622 -1.082
F: -3.936 1.134 -2.043
F: -2.597 -0.501 -1.577
F: -3.936 0.258 -0.070
H: -0.337 2.560 -1.525
H: -1.696 2.337 -2.677
H: -0.675 0.963 -2.177
N: 0.457 -1.262 -0.650
C: 0.733 -2.275 -1.109
C: 1.093 -3.547 -1.650
C: 0.645 -4.701 -1.004
C: 1.004 -5.939 -1.503
C: 1.802 -6.032 -2.637
C: 2.245 -4.880 -3.276
C: 1.896 -3.636 -2.786
H: 0.021 -4.606 -0.124
H: 0.661 -6.838 -1.009
H: 2.079 -7.003 -3.024
H: 2.864 -4.956 -4.160
H: 2.232 -2.729 -3.272

Its spin multiplicity is 2. As for the net charge: 0. The value obtained for the orbital gap (spin up / spin down) is 7.1 / 8.0 eV. The molar mass comes out at 715.52 g/mol.

Results of the Mulliken charge analysis, in e, for atoms 1 through 4:
1 Ti -0.137
2 C -1.228
3 N 0.974
4 C -1.364


Sequential DFT total energy output: -2898.854999 -2976.787886 -3561.854654 hartree